14
Properties=species:S:1:pos:R:3 method="wB97M-V/def2-TZVPD" multiplicity=1 total_energy_ev=-9844.809 gap_ev=10.74 de_lowest_kj_mol=238.4 max_force_ha_per_bohr=0.028 homo_ha=-0.3701
C -1.38486 -1.13917 0.07492
C -0.50452 -0.76873 -1.09216
C -0.02891 1.86115 0.16400
N 0.82824 1.53358 1.03708
C 2.67748 -0.61553 0.48855
O 2.64081 -1.59113 1.06792
O 0.61221 -1.20137 -1.25309
H -0.84248 -0.97485 1.01139
H -1.62597 -2.20521 0.00766
H -2.31565 -0.56463 0.08010
H -0.93869 -0.06814 -1.83868
H -1.08821 1.70778 0.38825
H 0.20444 2.28110 -0.82155
H 1.77295 1.70755 0.68905

21
Properties=species:S:1:pos:R:3 method="wB97M-V/def2-TZVPD" multiplicity=1 total_energy_ev=-25298.404 gap_ev="7.58 / 6.92" de_lowest_kj_mol=773.4 max_force_ha_per_bohr=0.086 homo_ha="-0.3251 / -0.3165"
C 2.14300 0.53256 0.32248
C 1.64237 -1.32145 -0.43878
C 0.13158 -0.42352 1.45811
C -0.09548 0.62746 -0.87800
C 0.79218 -0.23495 0.20827
N -2.93342 1.04418 0.36339
N -1.29775 0.00612 -1.23476
O -3.12275 -1.40529 -0.16299
O 2.74553 -0.45186 -0.52221
O -0.34850 1.86695 -0.21112
S -2.19958 -0.35456 0.13463
H 2.38262 1.43719 -0.13292
H 2.70710 0.30537 1.34411
H 1.70297 -2.10013 0.22022
H 1.38883 -1.66888 -1.34792
H -0.16781 -1.35572 1.63335
H 0.15156 0.29952 2.16125
H 0.37546 0.61593 -1.85955
H -3.31782 1.13781 1.27998
H -1.33358 -0.50301 -2.07404
H -1.34652 1.94627 -0.26350

88
Properties=species:S:1:pos:R:3 method="wB97M-V/def2-TZVPD" multiplicity=2 total_charge=-1 total_energy_ev=-43058.414 gap_ev="1.76 / 9.89" max_force_ha_per_bohr=0.063 homo_ha="0.0250 / -0.2748"
O -1.93698 -0.02818 -10.15022
H -2.79211 0.35414 -9.95318
H -2.13462 -0.91335 -10.45623
O -2.91311 -2.78342 -10.92426
H -2.93256 -3.24524 -10.08607
H -3.77331 -2.94957 -11.30984
O 0.29131 -2.80268 -18.29348
H 0.98941 -2.54327 -17.69215
H 0.08435 -2.00449 -18.77957
C -6.36185 -3.31974 -10.08642
C -6.27557 -4.05832 -11.44036
C -7.63040 -4.26685 -12.19490
O -7.32271 -4.82796 -13.45898
C -8.47248 -5.17753 -14.24580
N -5.38460 -3.21426 -12.23369
H -5.40425 -3.30568 -9.56594
H -7.01864 -3.83290 -9.38400
H -6.78551 -2.31648 -10.13206
H -5.89515 -5.05120 -11.20043
H -8.08176 -3.27614 -12.24863
H -8.31773 -4.92723 -11.66616
H -8.07825 -5.45665 -15.22293
H -9.21693 -4.39327 -14.38308
H -8.92288 -6.07071 -13.81283
H -6.00928 -2.48135 -12.53816
H -5.14260 -3.72867 -13.06852
C -0.51026 1.57314 -14.58340
C 0.79159 0.78560 -14.94195
C 1.99971 1.69735 -14.85781
O 2.03068 2.52187 -16.03917
C 3.28364 3.13787 -16.40556
N 0.85662 -0.41069 -14.15813
H -1.31197 0.96131 -14.99698
H -0.56304 2.57770 -15.00314
H -0.71172 1.52438 -13.51330
H 0.65308 0.39318 -15.94939
H 2.92592 1.12320 -14.83378
H 1.98370 2.35328 -13.98741
H 3.99653 2.45029 -16.86068
H 3.76650 3.65605 -15.57705
H 3.09955 3.89006 -17.17266
H -0.03316 -0.86780 -14.01880
H 1.11288 -0.10982 -13.22867
C -1.22057 -6.18824 -16.12792
C -1.75828 -7.09844 -15.04529
O -2.41037 -8.18584 -15.69189
H -0.52636 -5.46807 -15.69488
H -2.06656 -5.66922 -16.57852
H -0.65470 -6.76854 -16.85672
H -2.34144 -6.68135 -14.22427
H -0.86164 -7.49044 -14.56523
H -2.75285 -8.76579 -15.00781
C -1.44187 -2.76863 -15.28038
C -2.16851 -2.74543 -13.92351
O -1.67861 -1.68313 -13.07898
H -1.52005 -1.73460 -15.61616
H -1.94754 -3.35696 -16.04605
H -0.40725 -3.08575 -15.14959
H -2.16143 -3.68243 -13.36664
H -3.23353 -2.56002 -14.06298
H -1.79879 -2.04071 -12.19620
C -0.01786 -4.74833 -12.14371
C 0.62364 -5.46312 -10.91318
O -0.26702 -5.90545 -9.88756
H 0.74228 -4.56009 -12.90190
H -0.49265 -3.80020 -11.89125
H -0.74267 -5.45722 -12.54398
H 1.38424 -4.81768 -10.47388
H 1.09533 -6.36230 -11.30954
H 0.15066 -6.41787 -9.19145
C -5.04025 -4.55228 -15.98432
C -4.92739 -2.97947 -16.21385
O -5.59736 -2.64736 -17.42221
H -6.06168 -4.88395 -16.17074
H -4.84640 -4.95873 -14.99169
H -4.40955 -5.13674 -16.65418
H -3.85309 -2.87514 -16.36574
H -5.27199 -2.40578 -15.35348
H -5.38653 -3.29749 -18.09637
C 3.74878 -3.52677 -16.34503
C 3.10276 -2.45984 -15.47464
O 2.14508 -1.72803 -16.23613
H 4.44712 -4.14119 -15.77678
H 4.25950 -3.17861 -17.24282
H 2.96481 -4.21095 -16.66970
H 3.93569 -1.89524 -15.05564
H 2.55205 -2.90487 -14.64595
H 1.61847 -1.24331 -15.59633

99
Properties=species:S:1:pos:R:3 method="wB97M-V/def2-TZVPD" multiplicity=5 total_charge=-1 total_energy_ev=-151406.262 gap_ev="5.34 / 5.80" de_lowest_kj_mol=50.4 max_force_ha_per_bohr=0.150 homo_ha="-0.1040 / -0.1210"
Co -0.13931 -1.48619 -1.17208
N -3.62753 -1.96404 1.79877
N -1.74885 0.81217 -3.01873
C 1.83484 -2.11591 -1.48859
C 0.86711 -3.19425 -1.56864
C 0.32105 -3.37843 -0.24895
C -0.63710 -4.41136 0.11155
H -1.12110 -4.93943 -0.70998
H -1.79543 -3.77668 0.71791
H -0.37904 -5.02843 0.97065
C 0.89647 -2.40007 0.61653
C 0.65377 -2.30979 2.07722
H 1.38063 -2.92406 2.62663
H -0.33503 -2.67686 2.35806
H 0.72704 -1.28844 2.48448
C 1.77975 -1.56694 -0.15556
C 2.68497 -0.52656 0.41699
H 2.14252 0.17673 1.06520
H 3.16924 0.07002 -0.36604
H 3.48712 -0.96746 1.03370
C 0.76429 -4.21588 -2.64304
H 1.43880 -5.05636 -2.42439
H 1.04007 -3.81821 -3.62519
H -0.24305 -4.63754 -2.73401
C 2.96623 -1.94950 -2.43195
H 3.37154 -0.93322 -2.40749
H 2.68046 -2.15967 -3.46910
H 3.79305 -2.63842 -2.18213
C -4.62502 -1.27597 2.26237
H -5.23334 -1.79671 3.00751
C -4.83725 0.06599 1.86768
H -5.53412 0.69183 2.47130
C -4.08144 0.52958 0.78182
H -4.32247 1.56331 0.42431
C -3.07215 -0.25499 0.21112
H -2.65571 0.06783 -0.75816
C -2.78507 -1.52022 0.88588
C -2.05081 -2.68350 0.54346
H -2.17090 -2.72589 -0.60060
C -0.72270 -0.04420 -2.83443
C -2.36548 0.14051 -4.07029
H -3.40245 -0.28330 -4.21167
C -1.25717 -0.01515 -4.97269
H -1.27444 0.21698 -6.00975
N -0.14635 -0.12078 -4.11630
C 1.19090 0.09634 -4.45843
C 1.56103 -0.54838 -5.63690
C 2.80777 -0.27939 -6.21416
H 3.08093 -0.77953 -7.16660
C 3.68897 0.61432 -5.57742
C 5.02228 0.89134 -6.20132
H 5.73596 1.18164 -5.42563
H 4.94910 1.70535 -6.93405
H 5.37346 -0.00592 -6.72096
C 3.31689 1.26323 -4.37770
H 4.02315 1.97874 -3.90842
C 2.05391 1.00270 -3.79138
C 1.60999 1.64989 -2.52218
H 0.81265 2.38017 -2.71429
H 2.42241 2.17015 -1.99478
H 1.18545 0.90981 -1.82105
C 0.62664 -1.55726 -6.21057
H -0.27997 -1.10033 -6.62932
H 0.27645 -2.29288 -5.46639
H 1.09894 -2.10691 -7.03237
C 2.99033 3.30996 4.92512
C 2.99181 1.91354 4.82400
C 2.00419 1.26241 4.07794
C 1.02561 2.02941 3.42086
C 1.10061 3.42576 3.40575
C 2.06038 4.06432 4.20015
As -0.44533 1.06917 2.54665
C -1.24970 0.39023 4.20410
C -1.84772 -0.87235 4.10041
C -2.40243 -1.48431 5.21906
C -2.28729 -0.86769 6.46820
C -1.68334 0.38936 6.57688
C -1.17647 1.03475 5.44092
C -1.71360 2.54930 2.26783
C -2.74525 2.95503 3.12146
C -3.53154 4.05993 2.75840
C -3.30611 4.72492 1.55045
C -2.30860 4.27622 0.67613
C -1.52016 3.17973 1.02791
H 3.71770 3.81159 5.56629
H 3.75455 1.32612 5.33874
H 1.97419 0.17062 4.03002
H 0.39867 4.00604 2.80532
H 2.06997 5.15314 4.25564
H -1.90104 -1.36434 3.13346
H -2.91099 -2.44282 5.10127
H -2.66778 -1.37492 7.35488
H -1.60187 0.87612 7.54912
H -0.71520 2.02096 5.51972
H -2.94058 2.42169 4.05239
H -4.32899 4.40007 3.42396
H -3.91205 5.59106 1.27630
H -2.13224 4.77351 -0.27810
H -0.75231 2.79783 0.34929

67
Properties=species:S:1:pos:R:3 method="wB97M-V/def2-TZVPD" multiplicity=1 total_charge=+1 total_energy_ev=-49514.211 gap_ev=6.81 max_force_ha_per_bohr=0.116 homo_ha=-0.3979
C 6.90421 1.63909 0.93831
C 5.36326 1.74330 0.48709
P 4.49145 0.07268 0.32062
C 4.51978 -0.51410 -1.50682
C 2.62137 0.38954 0.62548
C 1.64376 -0.68974 1.17154
C 0.13721 -0.25556 1.30517
C -0.26152 1.20158 0.89338
C -1.75691 1.76705 0.92993
C -2.19565 1.58920 -0.75103
C -1.69357 2.88416 -1.72437
O -3.21630 2.56318 -1.25854
N 0.74289 2.14843 0.41508
C 2.13901 1.84502 0.25910
H 6.90490 1.46099 2.07624
H 7.34087 0.70719 0.42842
H 7.42049 2.61040 0.64343
H 4.81103 2.40671 1.25726
H 5.25576 2.30550 -0.52317
H 4.02117 0.33784 -2.10317
H 3.80255 -1.40911 -1.55624
H 5.58608 -0.74477 -1.83329
H 1.99544 -1.74128 1.42716
H -0.68808 -0.95500 1.66686
H -1.83312 2.88591 1.12692
H -2.48883 1.12124 1.51540
H -2.14160 0.48366 -1.21968
H -2.22993 3.36458 -2.60058
H -1.22841 2.05905 -2.42654
H 0.43450 3.10855 0.15391
H 2.83512 2.64500 -0.15459
O 3.45552 -2.63195 -3.20230
C 3.74657 -2.43062 -4.35531
O 5.01793 -2.46414 -4.83420
C 5.01719 -2.07366 -6.21281
C 3.60877 -2.32639 -6.69636
C 2.78538 -2.06502 -5.45333
H 5.29565 -1.01750 -6.27621
H 5.75060 -2.66574 -6.76261
H 3.32784 -1.70459 -7.54794
H 3.50116 -3.37413 -6.99406
H 2.51771 -1.00997 -5.35608
H 1.89518 -2.69304 -5.42112
O -2.31278 -2.69069 0.80078
C -3.35690 -2.10468 0.64958
O -3.51176 -0.76942 0.85804
C -4.89608 -0.42343 0.69641
C -5.48334 -1.52187 -0.15781
C -4.66720 -2.72847 0.25662
H -5.35913 -0.37225 1.68239
H -4.97678 0.55399 0.21694
H -6.55752 -1.64922 -0.01624
H -5.30635 -1.30437 -1.21643
H -5.09699 -3.23143 1.12614
H -4.53658 -3.42880 -0.56823
O -5.01218 1.31934 3.01265
C -4.62004 0.94470 4.09066
O -4.50671 -0.36320 4.44435
C -4.11978 -0.45131 5.82158
C -3.47337 0.87677 6.13803
C -4.23406 1.83167 5.24256
H -5.01448 -0.63260 6.42410
H -3.42852 -1.28493 5.95634
H -3.51971 1.13661 7.19671
H -2.41955 0.85652 5.84171
H -5.14090 2.20617 5.72323
H -3.60569 2.65739 4.90895

19
Properties=species:S:1:pos:R:3 method="wB97M-V/def2-TZVPD" multiplicity=1 total_energy_ev=-11407.450 gap_ev=9.25 de_lowest_kj_mol=447.5 max_force_ha_per_bohr=0.079 homo_ha=-0.3051
O 0.87758 1.26824 -0.64301
C -0.16116 0.39864 -0.66879
C -0.33863 -0.31805 -2.02711
C 0.60683 -1.34813 -1.65896
C 0.31719 -0.93952 -0.09725
C 0.78729 -0.84185 1.35313
N 0.26435 0.06475 2.08639
N -0.83453 0.76736 1.65145
C -1.33967 0.74854 0.27494
H 1.26755 1.19832 0.32911
H -0.11317 0.31153 -2.80345
H -1.41441 -0.43957 -2.22050
H 0.43008 -2.31949 -1.93073
H 1.66010 -1.09104 -1.99669
H -0.68368 -1.40286 0.27340
H 1.76813 -1.43463 1.52961
H -1.30688 1.29221 2.41766
H -2.09660 -0.10717 0.15273
H -1.77160 1.82416 0.17224